(1)
Molecular formula: C6H6NOS
Method: DFT, wB97M-V/def2-TZVPD

The molar mass is 140.2 Da. As for the charge: -1. As for the largest force on an atom: 4.5 eV/Å. For the gap between HOMO and LUMO, the calculation gives 6.564 eV. The highest occupied orbital energy comes out at -2.74 eV. The calculation puts the energy above the lowest of the compared OMol25 structures with the same formula, charge and spin at 206.0 kJ/mol.

Geometry as XYZ:
```
15
Properties=species:S:1:pos:R:3:mulliken_charge:R:1
S 2.16 -1.80 0.03 -0.53
O 2.88 1.13 -0.14 -0.73
N 1.67 0.92 -0.05 0.53
C 1.03 -0.61 -0.01 -0.18
C -0.61 1.71 0.10 -0.62
C -1.00 -2.01 -0.07 -1.09
C -1.12 0.42 0.17 -0.33
C -0.33 -0.66 0.02 0.61
C 0.77 1.90 -0.07 -0.30
H 1.28 2.85 -0.23 0.37
H -0.08 -2.59 -0.19 0.30
H -1.66 -2.30 0.90 0.21
H -1.74 -2.09 -1.02 0.18
H -1.09 2.71 0.30 0.23
H -2.18 0.42 0.25 0.35
```

---

(2)
Molecular formula: C6H6O
Method: DFT, wB97M-V/def2-TZVPD

The molar mass is 94.1 Da. As for the charge: 0. As for the largest force on an atom: 0.9 eV/Å. For the gap between HOMO and LUMO, the calculation gives 10.741 eV. The highest occupied orbital energy comes out at -9.95 eV. The calculation puts the energy above the lowest of the compared OMol25 structures with the same formula, charge and spin at 407.3 kJ/mol.

Geometry as XYZ:
```
13
Properties=species:S:1:pos:R:3:mulliken_charge:R:1
O 1.79 -0.28 -0.41 -0.53
C 0.03 -1.17 1.07 -0.59
C -1.34 0.68 -2.35 0.13
C 0.75 -0.01 0.49 0.36
C -0.79 0.91 -1.30 -0.52
C -0.40 -1.99 1.85 -0.17
C -0.14 1.15 -0.01 -0.63
H 0.48 2.06 -0.07 0.29
H 1.24 0.36 1.40 0.21
H 1.63 -1.08 -0.93 0.35
H -0.56 -2.45 2.79 0.37
H -1.81 0.49 -3.29 0.41
H -0.88 1.34 0.77 0.33
```

---

(3)
Molecular formula: C6H6O
Method: DFT, wB97M-V/def2-TZVPD

The molar mass is 94.1 Da. As for the charge: 0. As for the largest force on an atom: 0.4 eV/Å. For the gap between HOMO and LUMO, the calculation gives 9.895 eV. The highest occupied orbital energy comes out at -9.03 eV. The calculation puts the energy above the lowest of the compared OMol25 structures with the same formula, charge and spin at 429.6 kJ/mol.

Geometry as XYZ:
```
13
Properties=species:S:1:pos:R:3:mulliken_charge:R:1
O 0.27 2.08 -0.36 -0.53
C 0.42 -0.99 1.05 -0.73
C 0.98 -1.45 -1.42 -0.53
C 0.87 -1.36 -0.12 0.36
C -0.53 0.09 0.87 -0.01
C -1.51 0.92 1.11 -0.18
C -0.73 1.11 -0.17 -0.30
H 0.69 -1.41 2.02 0.36
H 0.95 1.93 0.32 0.33
H 0.25 -2.04 -1.97 0.25
H -2.31 1.19 1.79 0.38
H -1.16 0.88 -1.15 0.34
H 1.74 -0.90 -1.98 0.25
```

---

(4)
Molecular formula: C6H6O
Method: DFT, wB97M-V/def2-TZVPD

The molar mass is 94.1 Da. As for the charge: 0. As for the largest force on an atom: 3.5 eV/Å. For the gap between HOMO and LUMO, the calculation gives 7.090 eV. The highest occupied orbital energy comes out at -8.03 eV. The calculation puts the energy above the lowest of the compared OMol25 structures with the same formula, charge and spin at 460.0 kJ/mol.

Geometry as XYZ:
```
13
Properties=species:S:1:pos:R:3:mulliken_charge:R:1
O -0.85 2.17 0.82 -0.53
C 1.46 -0.68 -0.46 -0.46
C -0.09 -0.08 1.30 -0.71
C -0.65 1.07 0.41 0.44
C 0.31 -1.12 0.25 -0.14
C -0.76 0.57 -0.98 -0.28
C 0.18 -0.38 -1.24 -0.35
H 0.76 0.40 1.76 0.27
H -1.33 1.09 -1.73 0.42
H -0.86 -0.45 1.98 0.34
H 0.13 -0.80 -2.25 0.43
H 1.92 0.24 -0.07 0.15
H -0.22 -2.02 0.21 0.41
```

---

(5)
Molecular formula: C6H6O
Method: DFT, wB97M-V/def2-TZVPD

The molar mass is 94.1 Da. As for the charge: 0. As for the largest force on an atom: 4.9 eV/Å. For the gap between HOMO and LUMO, the calculation gives 8.953 eV. The highest occupied orbital energy comes out at -8.46 eV. The calculation puts the energy above the lowest of the compared OMol25 structures with the same formula, charge and spin at 462.6 kJ/mol.

Geometry as XYZ:
```
13
Properties=species:S:1:pos:R:3:mulliken_charge:R:1
O -1.96 1.09 -0.46 -0.38
C -0.86 -0.88 0.37 0.01
C -1.99 -0.80 1.09 -0.39
C -2.20 -0.32 -0.27 -0.33
C 1.62 0.06 0.01 -1.15
C 0.08 0.05 -0.13 0.54
C -0.57 1.19 -0.43 -0.34
H 2.14 -0.96 -0.30 0.28
H -2.76 -0.75 -0.97 0.47
H 1.88 0.21 1.07 0.24
H -2.58 -1.09 1.96 0.36
H -0.13 2.13 -0.83 0.32
H 1.97 0.85 -0.58 0.37
```

---

(6)
Molecular formula: C6H6O
Method: DFT, wB97M-V/def2-TZVPD

The molar mass is 94.1 Da. As for the charge: 0. As for the largest force on an atom: 0.6 eV/Å. For the gap between HOMO and LUMO, the calculation gives 9.897 eV. The highest occupied orbital energy comes out at -9.11 eV. The calculation puts the energy above the lowest of the compared OMol25 structures with the same formula, charge and spin at 498.2 kJ/mol.

Geometry as XYZ:
```
13
Properties=species:S:1:pos:R:3:mulliken_charge:R:1
O 1.71 1.62 -1.82 -0.41
C -2.37 -1.29 -0.27 0.01
C -1.38 -0.89 0.28 -0.15
C 0.70 1.15 -2.29 0.15
C -0.22 -0.42 0.92 0.10
C 0.57 -0.40 2.20 -0.54
C 0.89 0.26 0.89 -0.55
H 0.06 0.45 -1.72 -0.06
H -3.26 -1.65 -0.75 0.41
H 1.58 0.87 0.33 0.38
H 1.13 -1.30 2.50 0.19
H 0.22 0.20 3.04 0.19
H 0.37 1.40 -3.32 0.27
```

---

(7)
Molecular formula: C6H6O2
Method: DFT, wB97M-V/def2-TZVPD

The molar mass is 110.1 Da. As for the charge: 0. As for the largest force on an atom: 6.5 eV/Å. For the gap between HOMO and LUMO, the calculation gives 8.054 eV. The highest occupied orbital energy comes out at -7.97 eV. The calculation puts the energy above the lowest of the compared OMol25 structures with the same formula, charge and spin at 409.2 kJ/mol.

Geometry as XYZ:
```
14
Properties=species:S:1:pos:R:3:mulliken_charge:R:1
O -2.67 -0.93 -0.43 -0.61
O -0.64 -2.03 -0.28 -0.27
C 0.09 1.50 0.19 -0.50
C -1.31 -0.88 -0.16 0.29
C -0.45 0.09 0.09 0.34
C 0.86 -0.40 -0.15 0.04
C 1.48 0.96 0.14 -0.25
C 0.70 -1.79 -0.33 -0.77
H -0.40 1.93 -0.69 0.28
H -3.00 -0.04 0.40 0.41
H -0.01 1.89 1.21 0.27
H 1.83 0.98 1.28 0.15
H 1.24 -2.66 -0.72 0.33
H 2.28 1.38 -0.54 0.29
```

---

(8)
Molecular formula: C6H6O2
Method: DFT, wB97M-V/def2-TZVPD

The molar mass is 110.1 Da. As for the charge: 0. As for the largest force on an atom: 4.3 eV/Å. For the gap between HOMO and LUMO, the calculation gives 8.202 eV. The highest occupied orbital energy comes out at -9.10 eV. The calculation puts the energy above the lowest of the compared OMol25 structures with the same formula, charge and spin at 429.8 kJ/mol.

Geometry as XYZ:
```
14
Properties=species:S:1:pos:R:3:mulliken_charge:R:1
O 1.24 -0.91 1.84 -0.52
O -2.82 2.66 0.73 -0.47
C -2.78 -0.75 -0.77 -0.73
C -2.90 1.62 0.14 0.72
C 0.71 -0.56 -0.57 -0.42
C -2.92 0.45 -0.35 0.00
C 1.89 0.45 -0.20 -0.54
C 1.39 -0.50 0.72 0.69
H -2.48 -1.08 -1.86 0.27
H 1.72 1.39 0.26 0.24
H -2.85 -1.61 -0.04 0.25
H 1.05 -1.26 -1.30 0.27
H -0.33 -0.33 -0.76 -0.02
H 2.80 0.43 -0.75 0.26
```